Molecular formula: H80O40
Method: DFT, ωB97M-V with the def2-TZVPD basis set

Its gap between HOMO and LUMO is 10.05 eV. As for the energy: -83186.904 eV.

Each line ends with the Löwdin charge.
Cartesian coordinates (Å):
1 O -0.008833 1.803726 -0.374528  -0.13
2 H 4.238545 0.312993 1.447048  0.02
3 H -2.105541 -2.101122 2.893569  -0.01
4 O -2.280613 1.145131 0.601672  -0.09
5 O 1.806432 3.854984 0.964838  -0.10
6 H 0.660618 3.267495 4.508215  0.00
7 H -1.613723 4.056210 -0.816917  0.07
8 H -0.165969 -2.232367 3.542069  0.02
9 H 2.154199 -2.638288 -4.021280  0.21
10 H 0.306812 0.910094 0.019917  0.00
11 H 3.138851 1.273943 -0.976947  -0.02
12 O -3.762946 -4.042080 -0.343514  0.02
13 H -1.299631 0.473137 3.870503  0.04
14 H -0.982910 -5.704125 0.044126  -0.01
15 H -1.802112 2.118821 0.463730  0.09
16 H 5.186379 2.910428 -3.192976  0.03
17 O 3.182315 -2.090308 4.845841  0.02
18 O 1.280763 3.778520 4.000786  -0.05
19 O -0.566034 -2.766327 -3.349786  -0.02
20 O -0.577851 -5.541863 0.880266  -0.09
21 O 3.232855 4.457377 -2.385939  -0.11
22 H -5.352599 0.475032 -3.529499  -0.04
23 O 5.193266 0.473872 1.087739  -0.11
24 H 1.933247 4.800351 0.568312  0.10
25 O -3.302838 -1.382711 -2.281679  0.01
26 O -4.409275 3.051215 -1.715947  -0.09
27 H 3.041805 -0.621020 -1.979331  -0.06
28 H -5.124507 -3.591801 -2.355208  0.04
29 O 3.572093 -0.416904 -2.663644  -0.01
30 H -4.702647 1.259186 -4.222249  0.10
31 H 1.520204 -3.619500 1.899381  0.06
32 O 1.068289 -1.229507 -1.750122  -0.07
33 H -1.999528 -5.118813 -3.208134  0.11
34 H 2.783085 -4.874798 -0.411608  -0.02
35 H -0.225497 -6.327424 1.463147  0.11
36 H -0.983463 -1.809358 1.993208  -0.08
37 O 1.405396 -2.881586 1.349689  0.05
38 O -0.345961 4.694245 -3.474430  -0.06
39 H -0.619886 -3.371240 -2.586125  0.06
40 H -3.977344 -0.886789 -1.977904  -0.08
41 H -1.536347 1.230925 5.940298  0.07
42 H 3.959148 -2.123816 4.274899  0.01
43 H -2.602590 -1.207100 -1.705490  -0.03
44 O 0.719043 -1.906783 3.556665  -0.04
45 H 5.533831 -0.039986 -2.179277  0.02
46 H 0.457423 1.731546 -1.262689  0.07
47 O 4.494558 2.354661 -2.985929  0.02
48 H 0.305507 5.402705 -3.258119  0.08
49 O -4.306646 -3.875667 -2.688788  -0.01
50 H 0.480393 -0.009468 2.260460  0.03
51 O -5.573617 -0.140430 1.796103  -0.05
52 H -1.668118 2.612999 5.494013  0.01
53 H -3.166684 -5.585187 -2.571928  -0.06
54 O -5.108025 0.316497 -4.415194  -0.08
55 H 5.623750 -0.335317 0.823341  0.00
56 H -6.321668 0.471721 2.043543  0.10
57 O -1.552918 -2.392984 2.264100  0.08
58 H -0.050161 1.144164 -4.963141  0.00
59 O 2.443824 1.006535 -0.485903  0.02
60 H 2.585183 -4.125205 -1.654488  0.02
61 H 1.715678 3.960657 -5.137095  0.14
62 O 2.772951 -0.114983 1.905956  -0.03
63 H -3.748673 2.153782 1.836590  -0.03
64 H 1.546171 1.511710 5.840973  0.10
65 H 0.538708 -2.129471 -1.975172  0.11
66 H -0.360905 -0.841264 -0.348936  0.01
67 H -4.010049 3.848388 -1.370472  -0.01
68 H 5.599355 -1.925914 2.239892  0.10
69 H -0.939493 -0.985010 4.408075  -0.03
70 H 2.654305 2.171902 4.661899  0.02
71 O -4.917927 0.073576 -0.959600  -0.06
72 O 3.139552 -4.189594 -0.871655  -0.01
73 H -3.666992 -3.294574 -2.435271  -0.07
74 H 5.334490 -0.780121 3.567770  0.06
75 O -4.017027 1.772829 2.640214  -0.04
76 H -3.546441 -3.989431 0.561924  0.03
77 H 3.081816 0.247555 -3.180377  0.08
78 H -1.505763 -2.744289 -3.218517  0.02
79 H 4.199654 2.027525 -3.783631  0.01
80 H -1.770418 -1.264014 0.232982  0.03
81 H -3.776105 -3.193458 -0.607311  -0.05
82 H 1.693149 -3.057050 0.541233  -0.04
83 O -1.544415 -0.403198 4.110494  0.03
84 H 1.172845 -1.723180 2.741349  -0.01
85 O 2.679120 -2.795181 -3.022761  -0.11
86 H -2.047228 3.879693 1.648497  0.03
87 O -1.230579 -1.199516 -0.539339  -0.04
88 H 3.557978 4.077033 -1.477023  0.08
89 H 6.021177 -0.057849 -0.735163  -0.12
90 H -5.490760 -0.454836 -0.426453  0.02
91 H -1.445377 0.801283 0.819143  -0.05
92 O 1.159998 3.048804 -5.279244  -0.09
93 O -1.451958 3.470015 2.328377  -0.06
94 O -2.314231 -5.915788 -2.536149  -0.08
95 H -0.387170 3.841799 -3.010148  0.04
96 H -0.900940 0.322809 -3.916671  0.00
97 H -3.935872 0.849786 2.602943  -0.02
98 O 6.218177 -0.300652 -1.534358  0.00
99 O -0.429631 1.076764 -4.126704  0.02
100 H -4.629323 0.821553 -0.315170  0.09
101 O 5.105923 -1.400010 2.899439  -0.05
102 O 2.508644 1.899402 5.605826  -0.14
103 H 0.410916 3.414575 -4.924751  -0.08
104 H -6.003834 -0.933075 2.034219  0.03
105 H 1.310529 3.221574 3.215900  0.00
106 H -2.571848 3.214162 -0.299830  -0.01
107 H 2.491045 -2.200369 4.354619  -0.13
108 H 2.719622 3.680875 -2.656749  0.00
109 H 2.264340 0.094946 -0.551668  0.00
110 O -1.290058 2.177740 6.254289  -0.07
111 O 0.396978 0.240332 1.363919  -0.06
112 H 0.493881 1.123887 1.774842  0.11
113 H -5.287260 3.463370 -2.065290  0.11
114 H 3.534491 -2.571577 -2.955488  -0.04
115 H 3.075935 -0.374909 2.773748  0.06
116 H 2.511951 3.254691 0.585709  0.04
117 H 2.476692 -0.846626 1.391499  0.04
118 O -2.457430 4.157221 -0.344592  -0.03
119 H 0.786052 -0.722282 -2.433012  -0.02
120 H -1.705692 4.109322 2.987479  0.04

Cartesian forces (eV/Å) of the 2 atoms listed first:
O 1.402 -1.569 -2.183
H 2.142 -0.231 -1.180